This record from OMol25 describes a molecular structure, C32H49ClMoNO3PS. The level of theory is ωB97M-V with the def2-TZVPD basis set.

Its expectation value of S² is 2.036. As for the spin multiplicity: 3. For the LUMO energy (spin up / spin down), the calculation gives -1.5 / -2.2 eV. The total energy is -2797.04059 a.u. For the energy above the lowest of the compared OMol25 structures with the same formula, charge and spin, the calculation gives 0.0 kJ/mol. The max |F| is 3.61 eV/Å. The value obtained for the frontier orbital gap (spin up / spin down) is 6.7 / 6.2 eV.

Positions of all 89 atoms, in Å:
Mo -0.834947 0.116330 0.375593
Cl -3.087347 0.335872 0.099908
P 0.046055 0.301979 -2.171409
C -0.618791 1.316136 2.088579
H 0.225174 2.008916 2.128793
H -1.579171 1.730936 2.424611
C 1.478003 -0.603108 -3.024069
C 0.163485 2.097042 -2.606070
C 2.842381 0.036463 -2.762115
H 1.463534 -1.574063 -2.500398
C 3.983355 -0.888263 -3.218897
H 2.916937 0.995779 -3.296395
H 2.966181 0.254935 -1.690048
C 3.846224 -1.293066 -4.689882
H 4.945360 -0.386577 -3.052231
H 3.968976 -1.790882 -2.589868
C 2.444049 -1.822608 -5.013531
H 4.066877 -0.428526 -5.331107
H 4.590010 -2.058968 -4.933535
C 1.340035 -0.870053 -4.529807
H 2.337224 -1.986562 -6.095236
H 2.307601 -2.795612 -4.516525
H 1.414449 0.081497 -5.079207
H 0.367218 -1.303183 -4.784208
C -1.523425 -0.337624 -3.002319
C 0.634403 2.418997 -4.032449
H -0.884419 2.437324 -2.503703
C 0.333097 3.895121 -4.311187
H 1.714649 2.230880 -4.122119
H 0.141747 1.798938 -4.793533
C 1.013936 4.813963 -3.288209
H 0.650585 4.149496 -5.330460
H -0.755740 4.045481 -4.260291
C 0.755837 4.397027 -1.834555
H 2.096295 4.805957 -3.470397
H 0.673655 5.843065 -3.441568
C 1.002200 2.893780 -1.603102
H 1.384835 4.974170 -1.145194
H -0.291723 4.612803 -1.579194
H 2.071570 2.657102 -1.720263
H 0.800833 2.635941 -0.550240
C -1.576535 -1.873560 -3.056490
H -2.315676 -0.025138 -2.296901
C -2.970800 -2.332012 -3.507931
H -0.822380 -2.264868 -3.754582
H -1.333958 -2.312728 -2.076129
C -3.412946 -1.672124 -4.821168
H -2.976907 -3.422223 -3.626367
H -3.693616 -2.083903 -2.717810
C -3.259057 -0.145798 -4.805854
H -2.823978 -2.084115 -5.652605
H -4.458455 -1.926465 -5.026432
C -1.861801 0.294779 -4.357931
H -3.467413 0.266621 -5.801646
H -3.993095 0.286962 -4.109646
H -1.121110 -0.001409 -5.117170
H -1.843538 1.391437 -4.302387
C 0.021070 -1.574118 0.174702
C -0.372634 -0.126635 2.408068
H 0.509167 -1.851531 -0.766226
C -1.448441 -0.842444 3.202199
H 0.648300 -0.406906 2.693485
C -1.230870 -2.367926 3.286917
H -1.436712 -0.454693 4.237875
H -2.446816 -0.621136 2.781844
C -1.213825 -2.996589 1.884788
H -0.282623 -2.598459 3.800932
H -2.025001 -2.833114 3.889886
C 0.125674 -2.684682 1.163858
H -1.326321 -4.091231 1.970258
H -2.074081 -2.640257 1.294953
H 0.950484 -2.486055 1.875820
H 0.436987 -3.590273 0.608927
O 1.929191 3.733817 2.701566
S 3.078342 3.061148 2.140426
O 4.266675 3.840577 1.894233
N 2.645559 2.120380 0.854900
C 2.835064 0.795962 1.041696
O 2.690041 -0.111927 0.180080
C 3.214430 0.486252 2.448435
C 3.269017 -0.779470 3.054813
C 3.598219 -0.827280 4.413316
C 3.867899 0.357190 5.133935
C 3.758986 1.618172 4.522040
C 3.438558 1.645790 3.164619
H 3.090334 -1.679139 2.454133
H 3.656031 -1.795232 4.919546
H 4.140809 0.288335 6.191174
H 3.901348 2.551687 5.063987

Cartesian forces, eV/Å:
Mo -1.2 2.0 -2.8
Cl -0.2 -0.2 -0.2
P -0.3 0.2 -0.5
C 1.0 -1.7 1.6
H -0.1 -0.1 -0.2
H 0.2 -0.1 -0.4
C -0.3 0.0 0.6
C -0.1 -0.4 0.0
C 0.5 0.4 0.4
H 0.1 0.0 -0.2
C -0.3 0.0 -0.1
H 0.0 -0.3 0.0
H -0.1 -0.1 -0.5
C 0.0 0.0 0.0
H -0.2 -0.1 0.0
H 0.0 0.1 -0.1
C 0.1 0.1 0.2
H -0.1 -0.1 0.1
H 0.0 0.1 0.0
C -0.3 0.1 -0.3
H 0.0 0.0 0.3
H 0.0 0.1 -0.1
H 0.0 -0.3 0.2
H 0.3 0.1 0.0
C 0.2 0.4 0.2
C -0.2 0.1 -0.3
H 0.1 -0.1 0.0
C 0.1 0.0 0.1
H -0.3 0.1 0.1
H 0.2 0.2 0.3
C 0.1 0.0 0.0
H -0.1 0.0 0.2
H 0.1 0.0 -0.1
C 0.0 -0.3 0.0
H -0.1 0.0 0.0
H 0.1 -0.1 0.0
C 0.1 0.3 0.1
H -0.1 -0.1 -0.2
H 0.1 0.0 0.0
H -0.3 0.1 0.0
H -0.1 0.1 -0.4
C 0.0 -0.1 -0.1
H 0.3 -0.1 -0.3
C 0.0 0.1 0.0
H -0.2 0.1 0.2
H -0.1 0.1 -0.2
C 0.1 0.1 -0.1
H -0.1 0.2 0.1
H 0.1 0.0 -0.1
C 0.0 -0.1 0.1
H 0.0 0.0 0.1
H 0.1 0.0 0.0
C -0.1 -0.1 -0.3
H 0.0 -0.1 0.2
H 0.1 -0.1 -0.1
H -0.2 0.1 0.2
H 0.0 -0.3 0.1
C 1.5 -2.1 0.7
C 0.4 2.4 1.3
H 0.1 0.3 0.3
C -0.2 -0.8 0.3
H -0.3 0.1 -0.3
C -0.5 0.1 -0.3
H 0.0 0.2 -0.4
H 0.3 -0.1 0.2
C 0.4 -0.2 0.6
H -0.2 0.2 -0.2
H 0.1 0.3 -0.1
C -0.4 -1.1 -0.9
H 0.1 0.4 -0.1
H 0.3 -0.1 0.1
H -0.4 0.1 -0.2
H 0.0 0.2 0.3
O 0.1 0.0 -0.2
S 0.0 -1.6 -0.6
O -0.5 -0.2 0.0
N 0.3 0.1 -0.1
C -0.2 0.6 -0.6
O -0.4 0.8 1.1
C 0.1 -0.6 0.5
C 0.3 0.6 0.0
C 0.1 0.3 0.0
C -0.2 0.0 -0.2
C 0.0 -0.5 -0.3
C 0.1 -0.2 1.2
H 0.1 0.4 0.3
H 0.0 0.4 -0.1
H -0.1 0.0 -0.4
H 0.0 -0.3 0.0

---

This record from OMol25 describes a molecular structure, C32H49ClNO2PPdS2. The level of theory is ωB97M-V with the def2-TZVPD basis set.

Its expectation value of S² is 6.036. As for the spin multiplicity: 5. For the LUMO energy (spin up / spin down), the calculation gives 0.3 / -2.6 eV. The total energy is -3179.52111 a.u. For the energy above the lowest of the compared OMol25 structures with the same formula, charge and spin, the calculation gives 232.5 kJ/mol. The max |F| is 11.72 eV/Å. The value obtained for the frontier orbital gap (spin up / spin down) is 6.3 / 6.1 eV.

Positions of all 89 atoms, in Å:
Pd 0.459599 0.571664 0.943830
P 0.657442 1.068835 -1.237025
Cl 1.729513 2.564928 1.445522
C -3.722930 -1.191815 3.042162
H -3.410573 -1.157014 4.136369
H -4.274404 -0.306673 2.563546
C 2.383993 1.287377 -1.879162
C -0.171164 2.719391 -1.457699
C 2.589457 1.083130 -3.386397
H 2.590722 2.346119 -1.632388
C 4.019477 1.480489 -3.773039
H 2.421929 0.025534 -3.641522
H 1.873623 1.676170 -3.974867
C 5.086901 0.765431 -2.934654
H 4.174545 1.267977 -4.837514
H 4.126212 2.566151 -3.641928
C 4.810706 0.818496 -1.428197
H 5.144178 -0.284578 -3.250536
H 6.066655 1.209766 -3.142804
C 3.368165 0.423191 -1.082470
H 5.504553 0.159680 -0.895388
H 4.984835 1.839276 -1.061756
H 3.206564 -0.636441 -1.332921
H 3.183183 0.549983 -0.006578
C -0.245613 -0.247005 -2.177019
C -1.664163 2.595685 -1.138721
H 0.311114 3.300725 -0.647237
C -2.348169 3.971538 -1.149204
H -2.147293 1.943143 -1.883367
H -1.804966 2.121091 -0.154948
C -2.067925 4.769281 -2.427625
H -3.427862 3.834668 -1.022723
H -1.990877 4.542624 -0.281575
C -0.581035 4.812434 -2.799808
H -2.636241 4.329642 -3.257918
H -2.437342 5.793280 -2.302908
C 0.090392 3.433738 -2.789420
H -0.455544 5.264313 -3.790494
H -0.051603 5.454613 -2.082812
H -0.295483 2.826144 -3.622117
H 1.170148 3.556581 -2.956172
C 0.518882 -1.575712 -2.094494
H -1.184267 -0.354750 -1.598060
C -0.359595 -2.718727 -2.616224
H 1.439066 -1.509676 -2.695428
H 0.832613 -1.789963 -1.062099
C -0.870667 -2.447389 -4.036668
H 0.213737 -3.654114 -2.594528
H -1.215245 -2.848142 -1.936377
C -1.491652 -1.054346 -4.204506
H -0.034468 -2.556062 -4.740569
H -1.610362 -3.209378 -4.307959
C -0.627190 0.074138 -3.626002
H -1.675471 -0.851628 -5.266276
H -2.467999 -1.032934 -3.700970
H 0.283512 0.192100 -4.230542
H -1.176293 1.023963 -3.685626
C -1.510027 -1.172938 0.973529
C -3.789671 -2.352193 2.328679
H -2.414691 -1.479128 0.206838
C -3.079109 -3.593742 2.795288
H -4.038896 -2.297110 1.187790
C -1.618549 -3.455214 3.390506
H -3.756675 -3.994671 3.622236
H -3.007533 -4.321148 1.936602
C -0.465662 -3.357244 2.364150
H -1.584253 -2.600613 4.099419
H -1.433970 -4.375293 3.997698
C -0.621383 -2.316553 1.125251
H 0.480585 -3.112738 2.924350
H -0.286044 -4.399824 1.961628
H 0.370887 -1.793398 1.059069
H -0.737549 -3.019498 0.257749
O 2.807170 0.594351 4.126510
S 1.881687 -0.524931 3.936460
O 2.339901 -1.787027 3.460471
N 0.542769 -0.005585 2.868981
C -0.631434 -0.228540 3.393759
S -1.759974 -0.104610 1.985140
C -0.621269 -0.453808 4.823271
C -1.656653 -0.544097 5.769256
C -1.347133 -0.958925 7.065076
C -0.026105 -1.241165 7.439136
C 1.018500 -1.096936 6.517473
C 0.709481 -0.679494 5.230396
H -2.659332 -0.230042 5.482148
H -2.150126 -1.063527 7.793740
H 0.194265 -1.569137 8.454870
H 2.055435 -1.302123 6.768328

Cartesian forces, eV/Å:
Pd 1.6 0.4 -0.1
P -0.4 0.5 -1.3
Cl -0.2 0.1 -0.1
C -2.4 -0.1 -0.3
H -0.5 -0.1 -1.9
H 0.9 -1.3 1.3
C -0.3 0.1 0.2
C 0.4 -0.3 0.0
C 0.0 0.1 -0.1
H 0.0 -0.3 0.0
C 0.0 0.1 0.1
H 0.1 0.2 0.1
H 0.2 -0.2 0.2
C 0.0 -0.1 0.0
H 0.0 0.1 0.1
H 0.0 -0.1 0.0
C -0.2 0.1 0.0
H 0.0 0.1 0.0
H -0.1 -0.1 0.0
C 0.2 0.0 0.0
H 0.0 0.1 -0.1
H 0.0 -0.1 0.0
H 0.0 0.1 0.1
H 0.2 -0.1 -0.3
C 0.0 0.4 -0.1
C -0.2 0.1 -0.1
H -0.2 -0.1 -0.3
C 0.2 0.0 0.1
H 0.0 0.1 0.1
H 0.0 0.1 -0.2
C 0.0 -0.1 -0.1
H 0.1 0.1 0.0
H 0.0 -0.1 -0.1
C 0.1 0.0 0.1
H 0.1 0.0 0.0
H 0.0 -0.1 -0.1
C -0.2 0.0 -0.1
H 0.0 0.0 0.2
H -0.1 0.0 -0.1
H 0.1 0.2 0.1
H -0.3 0.0 0.1
C -0.1 -0.1 0.0
H 0.3 0.0 -0.2
C 0.0 0.1 0.0
H -0.2 0.0 0.1
H -0.1 0.1 -0.3
C 0.1 0.0 -0.1
H -0.2 0.1 0.0
H 0.1 0.0 -0.1
C -0.1 0.1 0.1
H -0.1 0.0 0.1
H 0.1 0.1 0.0
C 0.0 -0.2 -0.2
H -0.1 -0.1 0.1
H 0.1 0.0 0.0
H -0.2 -0.1 0.1
H 0.1 -0.3 0.0
C -1.5 -8.8 -7.6
C 1.2 1.3 -1.3
H 1.9 1.5 1.9
C 0.0 -1.1 0.4
H -0.1 -0.2 2.4
C -0.6 0.0 0.2
H 1.0 -0.1 -1.1
H -0.4 0.4 1.0
C 0.2 0.3 0.3
H -0.1 -0.6 -0.5
H -0.1 0.7 -0.4
C 2.1 -2.2 -0.3
H -1.0 -0.1 -0.6
H -0.3 1.2 0.0
H 0.1 -1.1 -0.1
H 0.2 1.1 0.5
O -1.1 -2.0 -0.2
S -1.9 3.5 -1.0
O 0.7 -0.7 -0.1
N 4.1 -0.8 1.2
C -1.5 -0.2 0.5
S -2.1 8.9 7.2
C -0.4 -0.3 -0.9
C 0.3 0.0 0.4
C -0.1 0.2 -0.4
C 0.4 -0.1 0.0
C -0.5 0.2 0.0
C 0.2 -0.4 1.1
H 0.3 -0.2 0.3
H 0.2 0.1 -0.1
H -0.1 0.1 -0.3
H -0.2 0.0 0.2

---

Which formula does entry 1 have? C32H49ClMoNO3PS